1.
A structure of composition C27H50OP2W at a distorted geometry. Source: the OMol25 dataset; level of theory: wB97M-V/def2-TZVPD.

ORCA input file:
```
! wB97M-V def2-TZVPD RIJCOSX def2/J DEFGRID3
* xyz 2 3
W -0.45637 1.52034 -0.29247
C 0.42859 1.12951 1.79992
C 1.30549 1.86160 0.93931
C -0.61767 3.12285 1.22305
C -0.80943 1.87494 1.91508
C 0.71031 3.15086 0.68334
C 0.81263 -0.02938 2.62881
H 1.75363 -0.52540 2.31484
H 0.00590 -0.77946 2.67794
H 0.96651 0.35283 3.65152
C -2.04050 1.31216 2.44856
H -2.08453 -0.28593 2.48334
H -2.89286 1.59316 1.83163
H -2.13920 1.45783 3.53951
C -1.64227 4.21830 1.16728
H -1.41425 5.03400 1.87066
H -2.60218 3.80942 1.51962
H -1.71219 4.64122 0.15115
C 1.53022 4.37133 0.37793
H 1.70267 4.90811 1.32787
H 1.02741 5.08307 -0.28544
H 2.51798 4.12387 -0.05115
C 2.71866 1.44271 0.67427
H 3.25921 1.55636 1.63213
H 3.20639 2.02612 -0.10736
H 2.81004 0.39198 0.36896
C -0.02949 -3.30950 1.05406
C 1.08759 -3.91250 1.59985
C 2.49463 -4.06268 1.02768
C 2.53446 -4.17201 -0.50336
C 2.90731 -2.92991 -1.25116
C 2.28963 -1.75650 -1.15124
C 1.15860 -1.46499 -0.19937
C -0.04395 -2.41226 -0.17821
H 2.87516 -5.01814 1.44671
H 1.64042 -4.67645 -0.88788
H 3.22180 -3.29644 1.40171
H -0.15362 -2.91129 -1.15434
H -1.05517 -3.48627 1.50268
H 1.03384 -4.25864 2.69341
H -0.96470 -1.80002 -0.12918
H 1.55475 -1.49306 0.81364
H 2.59876 -0.90974 -1.80100
H 0.83059 -0.37123 -0.36921
H 3.38534 -4.82845 -0.71457
H 3.72255 -2.98668 -1.98521
P -0.42680 -0.52481 -2.84150
P -0.13506 2.62060 -2.26780
C -0.22670 0.67750 -4.26551
C -0.85018 2.00701 -3.89932
H -0.69210 0.26813 -5.16922
H 0.85820 0.76236 -4.44393
H -0.57992 2.79501 -4.62901
H -1.95014 1.97121 -3.79269
C -0.86598 4.29624 -2.30358
H -0.32480 4.98420 -1.63172
H -1.92325 4.23268 -2.00830
H -0.78665 4.65114 -3.34552
C 1.63502 2.81614 -2.76787
H 1.65535 3.13803 -3.82486
H 2.18702 1.86888 -2.66432
H 2.11989 3.58115 -2.14514
C -2.07933 -1.21698 -3.36569
H -2.27844 -2.14575 -2.81106
H -2.06816 -1.46430 -4.43837
H -2.87838 -0.49874 -3.17053
C 0.38792 -1.92628 -3.80581
H 1.46115 -1.77828 -3.95175
H -0.07421 -2.01427 -4.80001
H 0.24367 -2.89157 -3.30849
C -2.72028 -3.33342 3.53175
C -2.84786 -1.83245 3.52320
C -2.62894 -1.19504 4.88340
O -1.98671 -1.32732 2.51483
H -1.69335 -3.61019 3.78479
H -2.94854 -3.72545 2.54016
H -3.40386 -3.76514 4.26290
H -3.87293 -1.58565 3.20563
H -1.60382 -1.37632 5.23781
H -2.81311 -0.11317 4.86182
H -3.32140 -1.65078 5.60045
*
```

Kohn-Sham gap (alpha / beta) in eV: 4.70 / 5.08
LUMO energy (alpha / beta) in eV: -8.7932 / -8.4121
Energy above the lowest of the compared OMol25 structures with the same formula, charge and spin in eV: 0.000
Highest occupied orbital energy (alpha / beta) in eV: -13.49 / -13.49



2.
A structure of composition C27H50P2Ru at a distorted geometry. Source: the OMol25 dataset; level of theory: wB97M-V/def2-TZVPD.

ORCA input file:
```
! wB97M-V def2-TZVPD RIJCOSX def2/J DEFGRID3
* xyz 1 6
Ru 1.24941 -0.87250 -0.06053
C 0.54073 0.89636 -1.09780
C -0.34644 -0.15024 -1.67017
C -1.47988 0.84918 0.08581
C -0.23938 1.53230 -0.04821
C -1.55757 -0.16270 -0.90352
C 1.53606 1.64873 -1.90112
H 1.92493 1.04928 -2.72289
H 2.36319 1.98847 -1.26607
H 1.03231 2.52451 -2.33409
C 0.10183 2.85633 0.51262
H 1.10614 3.15752 0.17678
H 0.11064 2.86443 1.61282
H -0.61984 3.62624 0.17897
C -2.60878 1.22982 0.97357
H -3.27582 1.93119 0.44714
H -2.26606 1.71458 1.89225
H -3.19757 0.34680 1.25760
C -2.78062 -0.93128 -1.24029
H -3.49168 -0.28686 -1.78874
H -3.28785 -1.28747 -0.33143
H -2.55365 -1.78907 -1.88543
C -0.29103 -0.56137 -3.10006
H -0.93017 0.12653 -3.69328
H -0.68565 -1.57933 -3.24760
H 0.72689 -0.48638 -3.50576
C 4.50505 -3.42400 0.67337
C 4.61933 -2.92689 -0.65240
C 4.68207 -3.92496 -1.84441
C 3.76394 -5.17970 -1.85913
C 2.40946 -4.94101 -1.30236
C 2.08485 -5.17186 -0.01430
C 3.05822 -5.53224 1.07309
C 4.46664 -4.84860 1.03111
H 5.72282 -4.28385 -1.92570
H 4.25622 -6.00142 -1.33714
H 4.52533 -3.38069 -2.78404
H 5.13158 -5.41996 0.38201
H 4.62884 -2.75119 1.53447
H 5.38287 -2.14097 -0.90371
H 4.87582 -4.91178 2.06167
H 2.59695 -5.27224 2.03956
H 1.04085 -5.24180 0.31137
H 3.22540 -6.62441 1.09823
H 3.66684 -5.47794 -2.91888
H 1.66554 -4.65233 -2.04502
P 3.50695 -1.29271 -0.15999
C 4.41761 -0.17686 0.91055
C 3.12203 -1.11885 -1.93236
P 0.00564 -2.69860 0.50054
C 1.95303 -2.53570 0.64382
C -0.52583 -3.57529 -1.00680
C -0.53815 -3.66764 1.93470
H 3.76358 0.33284 1.63286
H 4.90429 0.57764 0.28476
H 5.18562 -0.73880 1.46350
H 3.14760 -2.10965 -2.41626
H 3.88842 -0.44254 -2.33504
H 2.11354 -0.71719 -2.11549
H 0.10749 -4.54285 2.10896
H -1.56749 -3.98909 1.70080
H -0.55688 -3.01914 2.81836
H 2.25204 -2.69767 1.68017
H 2.29083 -3.24642 -0.09921
H -1.62117 -3.47871 -0.98104
H -0.23405 -4.63525 -1.02935
H -0.14242 -3.05747 -1.89965
C 0.01857 1.44801 3.57962
C 1.13967 0.70880 2.82220
C 2.14846 0.28371 3.89306
C 0.64186 -0.52114 2.04848
H -0.42657 0.74830 4.30323
H -0.79110 1.83021 2.94639
H 0.43591 2.28792 4.15579
H 1.61245 1.40043 2.10890
H 1.58673 -0.27288 4.65912
H 2.93301 -0.37827 3.49485
H 2.59770 1.15859 4.38119
H 0.75767 -1.37941 2.72462
H -0.43858 -0.40673 1.90453
*
```

Kohn-Sham gap (alpha / beta) in eV: 6.14 / 5.97
LUMO energy (alpha / beta) in eV: -2.2517 / -3.9336
Highest occupied orbital energy (alpha / beta) in eV: -8.39 / -9.90



3.
A structure of composition C27H51BN2OP2Pd at a distorted geometry. Source: the OMol25 dataset; level of theory: wB97M-V/def2-TZVPD.

ORCA input file:
```
! wB97M-V def2-TZVPD RIJCOSX def2/J DEFGRID3
* xyz -2 1
Pd 1.41569 0.13529 -0.36164
C 0.97233 3.27178 1.91560
C 1.38076 1.83716 2.30079
C 2.57895 1.49958 1.40407
C 1.84301 1.78635 3.75430
P -0.07225 0.66966 1.82448
C 0.49182 -1.11867 2.19881
N -0.08546 -1.92969 1.10834
B 0.16744 -1.40832 -0.24853
N -1.02700 -1.79845 -0.99295
C -1.43333 -0.98472 -2.12415
P -0.50744 0.67754 -2.08314
C -2.13752 1.69243 -2.89579
C -3.00492 1.82471 -1.63657
C -1.64884 3.09811 -3.24459
C -3.04392 1.15370 -4.00440
C 0.65307 0.44968 -3.63033
C 1.45534 -0.86213 -3.58497
C -0.06147 0.45671 -4.97737
C 1.65693 1.61713 -3.60030
C -1.89188 -2.50397 -0.16851
C -3.13893 -3.05593 -0.40833
C -3.80399 -3.72247 0.63480
C -3.22057 -3.82849 1.88967
C -1.96128 -3.26420 2.14680
C -1.29959 -2.59188 1.13016
C -1.37675 0.85110 3.30771
C -1.05212 0.19169 4.65197
C -2.63683 0.18542 2.74032
C -1.73740 2.31775 3.54415
H 1.86086 3.91764 1.93988
H 0.56873 3.28496 0.89891
H 0.23220 3.70413 2.58264
H 3.36554 2.24675 1.55020
H 3.00731 0.51067 1.58458
H 2.28702 1.56832 0.31675
H 2.73271 2.41966 3.88447
H 1.07536 2.14953 4.43951
H 2.11744 0.76585 4.04101
H 1.57842 -1.17328 2.08511
H 0.19902 -1.49418 3.18006
H -1.25378 -1.47821 -3.08533
H -2.50634 -0.79229 -2.06123
H -2.39281 2.09193 -0.76618
H -3.77342 2.60303 -1.77214
H -3.52244 0.88832 -1.39355
H -0.91960 3.43888 -2.49671
H -1.17209 3.14879 -4.22814
H -2.48560 3.81707 -3.24821
H -3.41905 0.15140 -3.76346
H -3.92880 1.80809 -4.12692
H -2.55034 1.10118 -4.97326
H 0.80890 -1.74375 -3.64256
H 2.14052 -0.88773 -4.44671
H 2.02453 -0.94714 -2.66867
H -0.81744 -0.33278 -5.03039
H -0.54220 1.40990 -5.18898
H 0.67183 0.26882 -5.77603
H 2.18257 1.61960 -2.64875
H 2.39936 1.50646 -4.40362
H 1.15974 2.58499 -3.71925
H -3.60099 -2.96822 -1.38644
H -4.78308 -4.15317 0.45754
H -3.74536 -4.34898 2.68312
H -1.51789 -3.33471 3.13360
H -1.06333 -0.89854 4.57071
H -0.07749 0.49137 5.04295
H -1.81415 0.46586 5.40125
H -2.51481 -0.89321 2.61962
H -3.49096 0.35390 3.41520
H -2.88654 0.60084 1.75810
H -0.97265 2.84926 4.11510
H -1.89265 2.84026 2.59342
H -2.67599 2.37762 4.11556
C 5.59463 -1.73619 -0.16548
C 4.20180 -2.24630 0.27128
C 4.38067 -3.64131 0.91109
O 3.55181 -1.38322 1.06893
H 6.07577 -2.41213 -0.89210
H 6.24060 -1.63548 0.71769
H 5.47979 -0.74721 -0.62273
H 3.66205 -2.45043 -0.68924
H 4.99155 -3.55450 1.82015
H 4.86004 -4.35002 0.21728
H 3.39516 -4.02902 1.19003
*
```

Kohn-Sham gap in eV: 3.75
LUMO energy in eV: 4.6677
Highest occupied orbital energy in eV: 0.91



Which formula does entry 3 have?
C27H51BN2OP2Pd